DFT (ωB97M-V/def2-TZVPD) results for a cluster of 7 separate species, C28H63F3N2O10PS7 in total in a non-equilibrium geometry.

XYZ file:
```
114
Properties=species:S:1:pos:R:3:forces:R:3:lowdin_charge:R:1
C -4.38051 1.72258 -0.01572 -0.4 0.6 0.0 -0.123
C -3.21188 1.33398 -1.09824 -1.7 1.0 -0.5 -0.230
O -1.84671 1.28255 -0.55253 -0.9 -1.1 1.7 -0.238
C -1.80187 0.69528 0.79554 0.3 -0.8 1.1 -0.169
C -0.26169 0.24133 1.26376 4.2 -0.8 0.8 0.036
C 0.30690 -1.31333 1.12695 4.2 3.4 1.0 -0.198
P -0.76305 -2.73992 0.43901 -1.6 -1.0 0.0 0.919
O 0.28651 -4.11747 0.25622 -0.1 3.3 -2.4 -0.338
O -1.38341 -2.24611 -1.11875 4.0 -0.1 1.5 -0.344
C 1.83308 -1.65235 1.63128 -2.3 2.8 -0.3 0.058
N 2.78138 -0.59892 2.24021 -3.6 0.1 -1.1 -0.031
C 4.16614 -1.12622 2.62024 1.4 0.9 -1.7 -0.125
O 4.40156 -1.18329 4.07132 -3.1 -3.1 -0.1 -0.008
C 3.51326 -2.14826 4.74062 0.3 0.7 1.9 -0.249
F 2.23913 -1.47550 5.08810 4.1 -2.7 -1.3 0.042
F 3.26833 -3.39941 3.98025 -0.3 4.5 2.5 0.017
F 4.17650 -2.51823 6.04271 -2.5 1.2 -4.8 0.046
C 2.35435 0.87206 2.42347 -2.5 -1.2 -1.4 0.035
C 3.37556 1.98886 3.10340 -0.2 -0.8 0.4 -0.142
C 3.89798 3.14039 2.05987 0.8 0.6 -0.4 -0.177
C 3.62955 4.68507 2.56188 0.4 0.4 -0.6 -0.276
N 3.74259 4.88834 4.05843 -1.4 -1.5 -0.2 -0.051
C 0.82676 1.32824 1.91929 0.2 -2.9 -0.2 -0.039
C 0.30678 2.88271 2.03107 1.2 -1.0 1.0 -0.446
S 0.21310 3.72132 0.35904 0.0 -0.6 -0.3 0.785
C 1.39653 2.97335 -0.88493 2.0 -0.1 -1.2 -0.536
C 0.87081 3.00299 -2.44448 0.7 -0.9 -0.5 -0.163
H -5.31808 2.11825 -0.63813 2.1 -0.9 1.4 0.095
H -4.07805 2.60018 0.72567 -0.6 -1.8 -1.8 0.077
H -4.74458 0.83787 0.66260 0.8 1.5 -1.5 0.087
H -3.21063 2.20673 -1.91275 0.3 -1.9 1.9 0.139
H -3.53917 0.36580 -1.67849 1.0 1.5 1.3 0.127
H -2.16085 1.44256 1.65428 0.7 -1.5 -2.0 0.135
H -2.45892 -0.29495 0.86923 1.4 2.1 -0.2 0.140
H 0.70458 -3.99197 -0.66611 -0.6 -0.8 1.7 0.086
H -0.57283 -2.01899 -1.69157 -1.9 -0.4 0.5 0.089
H 2.22410 -2.77021 1.51581 -0.7 2.8 0.4 0.135
H 4.95232 -0.34520 2.17641 -1.7 -1.7 1.4 0.182
H 4.41816 -2.14940 2.05984 -1.0 2.2 1.5 0.160
H 4.35086 1.49036 3.57531 -2.4 0.7 -1.1 0.123
H 2.78196 2.42565 4.04257 1.2 -0.8 -2.2 0.128
H 5.08246 3.02439 1.96687 -2.6 0.1 0.2 0.128
H 3.48168 3.04442 0.97045 0.6 -0.1 2.2 0.092
H 4.46018 5.36218 2.05035 -1.8 -1.5 1.0 0.127
H 2.57957 5.11083 2.19620 2.2 -1.1 0.8 0.115
H 2.78845 4.65146 4.46157 1.6 0.5 -0.5 0.069
H 4.38216 4.18621 4.51153 -0.6 1.0 -0.9 0.075
H 1.06206 3.53280 2.68812 -1.7 -1.7 -1.2 0.064
H -0.79227 2.92211 2.49532 2.6 -0.2 -1.0 0.104
H 1.73429 1.87562 -0.66113 -0.9 2.0 -0.1 0.085
H 2.38516 3.63666 -0.85502 -2.1 -1.4 -0.1 0.075
H 0.19437 2.05022 -2.68848 1.1 2.4 0.7 0.087
H 0.38579 4.01353 -2.78048 0.7 -2.0 0.9 0.082
H 1.84253 2.85504 -3.12185 -2.0 0.5 1.6 0.064
C 7.64701 -5.95258 2.63603 0.1 0.0 -0.1 -0.263
S 6.41465 -4.66511 2.32482 0.3 0.1 0.2 0.803
O 7.15488 -3.39466 2.02902 -0.4 -0.3 0.2 -0.564
C 5.81993 -4.56319 4.03051 0.2 0.2 0.1 -0.262
H 8.17897 -6.15723 1.70379 -0.2 0.1 0.1 0.054
H 8.35888 -5.61347 3.39222 -0.1 0.1 -0.1 0.061
H 7.14623 -6.86316 2.97346 0.0 0.1 -0.1 0.056
H 6.64587 -4.31077 4.69984 0.0 -0.1 -0.1 0.072
H 5.38000 -5.51998 4.32136 0.0 0.1 -0.1 0.068
H 5.05723 -3.78307 4.08659 0.9 -0.6 -0.2 -0.010
C -5.23734 6.43213 0.87537 0.1 0.0 -0.1 -0.271
S -6.52857 5.36828 1.56391 0.1 -0.3 -0.1 0.819
O -5.95886 3.98578 1.68059 -0.2 0.6 -0.2 -0.572
C -7.59089 5.39664 0.09963 0.0 -0.1 -0.1 -0.270
H -4.43639 6.52817 1.61237 -0.2 -0.1 0.0 0.050
H -4.83655 5.98910 -0.03933 -0.1 0.0 0.1 0.056
H -5.65314 7.41998 0.66308 0.0 -0.1 0.1 0.054
H -7.04322 5.01821 -0.76682 0.0 0.0 0.1 0.055
H -7.92827 6.41891 -0.08668 0.0 -0.1 0.1 0.054
H -8.45775 4.75869 0.28678 0.2 0.1 0.1 0.052
C -3.48107 -3.95578 -3.14632 0.0 0.2 0.1 -0.275
S -2.10367 -5.09426 -3.42876 -0.2 0.1 -0.2 0.812
O -0.86381 -4.26794 -3.60026 -0.1 0.0 0.1 -0.587
C -2.63642 -5.62319 -5.07493 0.4 0.0 -0.1 -0.280
H -3.33906 -3.47205 -2.17691 0.1 -0.2 -0.1 0.024
H -3.50421 -3.19544 -3.93049 0.0 -0.2 0.0 0.044
H -4.42011 -4.51427 -3.13713 0.1 0.0 -0.1 0.056
H -2.71232 -4.75874 -5.73889 0.0 -0.2 0.3 0.034
H -3.60348 -6.12615 -5.00141 0.1 0.1 0.1 0.053
H -1.89575 -6.32094 -5.47238 0.0 0.0 0.2 0.050
C -6.36418 -4.42001 -7.95252 0.0 -0.1 0.0 -0.263
S -5.32789 -3.18922 -7.12526 -0.1 -0.1 0.1 0.848
O -4.67484 -3.86294 -5.95518 -0.6 0.3 -0.5 -0.579
C -6.69758 -2.19531 -6.48529 0.0 0.0 0.1 -0.266
H -5.71519 -5.17647 -8.40030 0.0 0.2 0.1 0.053
H -7.02915 -4.89622 -7.22821 0.1 0.1 0.0 0.060
H -6.94956 -3.93575 -8.73777 0.1 0.0 0.1 0.055
H -7.34189 -2.81036 -5.85246 0.1 0.0 -0.1 0.059
H -7.27171 -1.78517 -7.31940 0.1 -0.1 0.0 0.055
H -6.28490 -1.37529 -5.89310 0.1 -0.1 -0.1 0.051
C 5.52489 3.10104 -6.23589 0.0 -0.1 0.0 -0.269
S 4.95930 4.09112 -4.83126 -0.2 -0.2 0.0 0.818
O 3.97175 3.26275 -4.06444 0.3 0.3 -0.3 -0.580
C 4.02020 5.28530 -5.81385 -0.1 0.0 0.0 -0.270
H 6.11052 2.26065 -5.85548 -0.1 0.2 0.1 0.051
H 4.66659 2.72077 -6.79473 0.0 0.1 0.1 0.059
H 6.15366 3.71477 -6.88534 0.0 0.0 0.1 0.055
H 3.25569 4.76873 -6.39915 0.1 0.0 0.1 0.059
H 4.69911 5.82623 -6.47721 0.0 -0.1 0.1 0.054
H 3.53930 5.99273 -5.13436 0.1 -0.1 0.0 0.050
C -2.58291 -1.68469 6.74652 -0.1 0.0 0.0 -0.265
S -1.03745 -1.76117 5.80907 -0.2 -0.1 -0.2 0.790
O -1.39589 -1.84627 4.35519 0.1 0.0 0.5 -0.582
C -0.57415 -3.42342 6.35291 0.0 -0.1 0.0 -0.262
H -3.07398 -0.73286 6.53020 0.2 -0.1 0.0 0.052
H -3.23984 -2.50632 6.45166 0.1 0.0 0.0 0.060
H -2.36461 -1.74371 7.81547 0.1 0.0 -0.1 0.055
H -1.35650 -4.13669 6.08262 0.0 0.1 0.0 0.062
H -0.42273 -3.42441 7.43487 0.0 0.1 -0.1 0.057
H 0.35823 -3.70389 5.85748 -0.1 0.1 0.0 0.039
```
Positions in Å, forces in eV/Å.

Its total energy is -5393.95243 hartree. Its spin multiplicity is 1. For the HOMO-LUMO gap, the calculation gives 5.96 eV. The total charge is +1.